Entry from the OMol25 dataset: 6 unconnected molecules or ions with the total composition C34H53ClFNO6S (ωB97M-V/def2-TZVPD).

Structure (SMILES) ... CCC[C@@H](C)c1c(Cl)cc(COc2ccccc2)c2c1Sc1ccccc1N2F.CCO.CCO.CCO.CCO.CCO
Multiplicity ... 1
Energy ... -75965.130 eV
LUMO energy ... 0.00431 Ha
Largest force on an atom ... 1.93 eV/Å

The geometry in XYZ format:
```
97
Properties=species:S:1:pos:R:3:mulliken_charge:R:1
C -5.7624 -3.9082 0.8127 -1.2524
C -5.6694 -2.8277 -0.3073 -0.3832
C -4.8849 -1.6202 0.2573 -0.6760
C -5.0917 -0.3145 -0.6065 -0.5541
C -5.7379 0.8068 0.2479 -1.6843
C -3.7272 0.0533 -1.1870 -0.7650
C -3.5415 -0.0468 -2.5639 0.5500
Cl -4.7831 -0.5700 -3.6702 -0.2723
C -2.3087 0.2541 -3.1076 -0.8606
C -1.2311 0.6416 -2.3585 0.9735
C 0.1006 0.9146 -3.0449 -0.4313
O 0.1180 0.6058 -4.4284 -0.5504
C 0.2605 -0.7392 -4.7092 0.3819
C 1.1734 -1.5882 -4.1100 -0.2251
C 1.2386 -2.9050 -4.5145 -0.7432
C 0.4099 -3.4282 -5.4794 -0.5082
C -0.5087 -2.5781 -6.0841 -0.7535
C -0.5518 -1.2594 -5.6994 0.1686
C -1.3913 0.7723 -0.9879 -1.1219
C -2.6371 0.4823 -0.4483 1.6249
S -2.8053 0.6869 1.3261 -0.3336
C -1.1586 0.2864 1.8704 1.2450
C -0.9905 -0.3177 3.0955 -0.7476
C 0.2810 -0.6477 3.5221 -0.6456
C 1.3458 -0.3200 2.7005 -0.5715
C 1.1640 0.2787 1.4786 -0.1798
C -0.1067 0.5817 1.0223 -0.8123
N -0.2572 1.1904 -0.2461 0.2834
F -0.1721 2.6094 -0.1592 -0.2723
H -4.7865 -4.3868 0.9403 0.3213
H -6.5709 -4.6243 0.6357 0.3724
H -6.0061 -3.3764 1.7432 0.3144
H -5.1105 -3.3045 -1.1237 0.2347
H -6.6641 -2.5404 -0.6673 0.4188
H -5.1802 -1.4289 1.2964 0.3780
H -3.8306 -1.9222 0.2725 0.2685
H -5.8054 -0.6003 -1.3793 0.8214
H -5.3987 0.7119 1.2855 0.3894
H -6.8197 0.6226 0.2856 0.3984
H -5.5290 1.8200 -0.1090 0.3242
H -2.1874 0.1795 -4.1830 0.5194
H 0.8906 0.4229 -2.4651 0.0880
H 0.3016 1.9917 -2.9687 0.2698
H 1.8463 -1.2289 -3.3357 0.3868
H 1.9658 -3.5897 -4.0792 0.3298
H 0.4414 -4.4614 -5.8171 0.5475
H -1.2028 -2.8997 -6.8567 0.3760
H -1.2656 -0.5881 -6.1793 0.4209
H -1.8849 -0.5443 3.6863 0.5941
H 0.4007 -1.1326 4.4867 0.4432
H 2.3399 -0.5696 3.0679 0.4081
H 2.0703 0.4889 0.9127 0.3982
C 0.0429 5.1510 2.6703 -1.0333
C 1.3060 5.0308 1.8396 -0.1713
O 2.0195 3.8371 2.1692 -0.5541
H 0.2853 5.1580 3.7345 0.2935
H -0.4996 6.0658 2.4271 0.3771
H -0.6160 4.2969 2.4948 0.1988
H 1.9724 5.8721 2.0304 0.3932
H 1.0658 5.0153 0.7729 0.2108
H 1.4362 3.0916 1.9909 0.1507
C 4.0989 -6.2658 -7.4552 -1.1696
C 2.9498 -5.6480 -6.6809 -0.0724
O 1.7712 -6.4425 -6.8034 -0.5413
H 3.8370 -6.3645 -8.5093 0.3029
H 5.0003 -5.6564 -7.3719 0.3383
H 4.3206 -7.2693 -7.0831 0.3320
H 2.7171 -4.6569 -7.0675 0.3408
H 3.2024 -5.5529 -5.6192 0.1884
H 1.9690 -7.3161 -6.4520 0.2911
C -1.9170 -0.5559 7.5443 -1.0513
C -2.5773 0.3372 6.5105 -0.1980
O -3.3133 -0.4358 5.5633 -0.4881
H -1.2460 -1.2674 7.0605 0.2477
H -1.3456 0.0332 8.2633 0.3304
H -2.6658 -1.1378 8.0871 0.3392
H -1.8263 0.9005 5.9568 0.2678
H -3.2563 1.0474 6.9927 0.3214
H -3.9845 -0.9277 6.0466 0.2707
C 4.6323 2.1885 -0.6754 -0.6297
C 5.4385 1.3604 0.3104 -0.1134
O 6.1479 2.1941 1.2131 -0.4887
H 5.2885 2.8530 -1.2388 0.3438
H 4.0917 1.5486 -1.3777 0.1988
H 3.9107 2.8184 -0.1487 0.0525
H 6.1716 0.7469 -0.2140 0.3372
H 4.7790 0.6950 0.8834 0.1010
H 5.4937 2.7301 1.6836 0.3161
C 4.9830 4.1671 5.1172 -1.0535
C 5.2585 4.9180 3.8271 -0.2375
O 4.6475 4.2654 2.7200 -0.4580
H 5.3580 3.1449 5.0489 0.2531
H 5.4577 4.6603 5.9676 0.3727
H 3.9081 4.1046 5.3049 0.2899
H 6.3297 4.9611 3.6321 0.3308
H 4.8772 5.9433 3.8885 0.2653
H 3.6902 4.2279 2.8761 0.2981
```